Record 1
Here is 12 unconnected molecules or ions with the total composition C20H64N4O12 in a non-equilibrium geometry from OMol25. Energies are from ωB97M-V/def2-TZVPD.

The geometry in ORCA input format:
```
! wB97M-V def2-TZVPD RIJCOSX def2/J DEFGRID3
* xyz 0 1
C 4.724 0.404 -3.331
C 5.827 1.550 -3.308
O 5.177 2.767 -3.045
H 5.184 -0.590 -3.260
H 4.209 0.495 -4.346
H 3.923 0.555 -2.586
H 6.434 1.525 -4.198
H 6.536 1.436 -2.411
H 4.732 2.970 -3.858
C -4.005 1.302 -1.221
C -3.060 0.165 -0.773
O -2.499 -0.464 -1.991
H -3.578 2.040 -1.800
H -4.278 1.820 -0.278
H -4.976 0.958 -1.563
H -3.713 -0.402 -0.146
H -2.301 0.540 -0.107
H -2.176 -1.311 -1.709
C 1.609 -1.633 -4.496
C 1.221 -0.178 -4.585
O 1.093 0.347 -3.224
H 1.084 -2.141 -3.721
H 2.710 -1.650 -4.247
H 1.254 -1.993 -5.439
H 0.246 -0.077 -5.111
H 1.949 0.340 -5.178
H 0.948 1.334 -3.287
C 0.252 -0.338 -0.153
C 1.541 -1.161 -0.133
O 1.580 -2.051 -1.204
H 0.376 0.432 0.523
H -0.643 -0.994 0.103
H 0.086 0.135 -1.116
H 1.616 -1.596 0.831
H 2.408 -0.612 -0.316
H 1.467 -1.507 -1.912
C 0.702 2.329 3.787
C 0.470 1.507 5.055
O 1.379 1.884 6.043
H 0.119 3.294 3.815
H 0.226 1.796 2.978
H 1.777 2.454 3.497
H 0.660 0.453 4.889
H -0.571 1.658 5.400
H 1.200 1.661 6.974
C -2.656 0.809 3.049
C -3.868 1.658 2.791
O -3.369 2.940 2.314
H -1.796 0.816 2.311
H -2.929 -0.229 3.081
H -2.290 1.056 4.037
H -4.500 1.854 3.706
H -4.516 1.309 2.164
H -4.024 3.271 1.617
C -4.367 -3.994 1.232
C -3.232 -3.315 1.957
O -2.639 -2.512 1.033
H -3.981 -4.454 0.334
H -5.063 -3.246 0.931
H -4.788 -4.805 1.787
H -2.527 -4.146 2.259
H -3.726 -2.680 2.716
H -2.229 -3.083 0.341
C -2.114 -4.454 -2.446
C -0.708 -3.866 -2.237
O -0.826 -3.239 -0.969
H -2.398 -5.133 -1.702
H -2.177 -4.871 -3.461
H -2.801 -3.651 -2.375
H -0.507 -3.052 -2.932
H 0.016 -4.601 -2.304
H 0.036 -2.892 -0.771
C 2.510 2.660 -0.855
O 1.847 2.438 0.353
N 1.867 2.882 -1.939
N 3.789 2.697 -0.893
H 0.848 3.051 -1.858
H 2.388 2.842 -2.838
H 4.410 2.540 -0.069
H 4.232 2.450 -1.778
C -1.478 3.400 -0.646
O -2.570 4.162 -1.043
N -1.118 3.385 0.549
N -0.767 2.650 -1.463
H -1.782 3.851 1.199
H -0.352 2.791 0.889
H -1.055 2.624 -2.473
H -0.383 1.740 -1.200
C 3.342 0.030 3.102
O 3.645 1.068 2.184
H 4.000 0.229 3.993
H 3.571 -0.817 2.541
H 2.287 0.048 3.400
H 2.877 1.472 1.771
C -0.036 -2.474 3.341
O -0.094 -1.162 2.898
H -0.810 -2.663 4.001
H 0.928 -2.518 3.732
H -0.213 -3.186 2.544
H -0.822 -1.133 2.247
*
```

Maximum force in eV Å⁻¹: 9.52
Structure (SMILES): NC(N)=O.NC(N)=O.CCO.CCO.CCO.CCO.CCO.CCO.CCO.CCO.CO.CO
E_tot in a.u.: -1922.0972

Record 2
Here is 11 unconnected molecules or ions with the total composition C20H67N5O11 in a non-equilibrium geometry from OMol25. Energies are from ωB97M-V/def2-TZVPD.

The geometry in ORCA input format:
```
! wB97M-V def2-TZVPD RIJCOSX def2/J DEFGRID3
* xyz 0 1
O 0.203 -1.069 1.906
H 1.146 -1.232 1.942
H -0.068 -1.026 2.823
O -0.004 -1.993 -4.185
H -0.442 -2.196 -3.359
H 0.523 -1.217 -3.992
O -1.594 -2.968 -1.447
H -2.254 -2.536 -0.904
H -1.911 -3.866 -1.541
O 0.284 -1.025 -0.978
H -0.446 -1.604 -1.195
H 0.291 -0.997 -0.021
O -0.730 2.173 0.482
H -0.200 1.410 0.713
H -0.417 2.867 1.061
O 1.323 0.181 -3.106
H 1.307 1.137 -3.137
H 1.084 -0.034 -2.205
C -2.573 0.738 3.088
C -3.513 0.260 1.953
C -4.558 1.338 1.482
O -5.154 1.965 2.619
C -6.288 2.801 2.273
N -2.692 -0.231 0.831
H -2.956 0.488 4.077
H -2.354 1.805 3.108
H -1.589 0.269 3.058
H -4.085 -0.592 2.318
H -5.282 0.980 0.750
H -3.980 2.070 0.918
H -7.117 2.149 1.997
H -6.058 3.435 1.416
H -6.786 3.357 3.068
H -2.072 0.553 0.685
H -2.014 -0.908 1.150
C 5.193 -2.678 -0.289
C 4.757 -1.827 -1.524
C 3.299 -2.140 -1.939
O 3.266 -3.537 -2.250
C 2.006 -3.887 -2.834
N 4.923 -0.441 -1.139
H 6.279 -2.583 -0.282
H 5.043 -3.758 -0.280
H 4.721 -2.292 0.614
H 5.444 -1.915 -2.366
H 3.060 -1.461 -2.757
H 2.604 -1.838 -1.156
H 1.970 -3.574 -3.877
H 1.273 -3.411 -2.183
H 1.726 -4.938 -2.756
H 4.631 0.240 -1.826
H 4.498 -0.237 -0.246
C 2.802 2.026 0.033
C 2.548 3.425 0.693
C 2.202 3.550 2.209
O 1.017 2.914 2.618
C 0.726 2.976 3.990
N 3.693 4.311 0.410
H 1.915 1.405 0.163
H 3.706 1.501 0.339
H 2.890 2.141 -1.048
H 1.699 3.885 0.187
H 2.026 4.598 2.449
H 3.047 3.177 2.787
H -0.321 2.679 4.032
H 0.932 3.963 4.404
H 1.303 2.281 4.599
H 4.380 4.175 1.139
H 4.132 4.051 -0.462
C -6.480 2.000 -5.117
C -5.344 1.048 -4.700
C -4.317 1.866 -3.877
O -3.230 0.967 -3.508
C -2.484 1.433 -2.418
N -5.900 -0.142 -3.995
H -6.984 2.456 -4.265
H -7.202 1.387 -5.656
H -6.182 2.933 -5.596
H -4.774 0.807 -5.597
H -4.786 2.159 -2.938
H -3.848 2.662 -4.454
H -1.576 0.833 -2.360
H -2.991 1.313 -1.460
H -2.366 2.516 -2.441
H -6.166 0.139 -3.062
H -5.208 -0.866 -3.859
C 2.094 -3.905 1.495
C 2.480 -3.734 2.999
C 3.424 -2.504 3.141
O 2.975 -1.281 2.510
C 3.928 -0.208 2.827
N 1.237 -3.594 3.764
H 2.984 -4.222 0.952
H 1.905 -2.985 0.941
H 1.241 -4.578 1.405
H 2.969 -4.612 3.421
H 4.419 -2.588 2.705
H 3.578 -2.325 4.206
H 4.104 0.029 3.876
H 3.521 0.752 2.511
H 4.918 -0.378 2.405
H 1.040 -2.620 3.944
H 0.608 -4.019 3.098
*
```

Maximum force in eV Å⁻¹: 2.42
Structure (SMILES): COC[C@H](C)N.COC[C@H](C)N.COC[C@H](C)N.COC[C@H](C)N.COC[C@H](C)N.O.O.O.O.O.O
E_tot in a.u.: -1903.4620

Record 3
Here is 17 unconnected molecules or ions with the total composition C20H70F3O18 in a non-equilibrium geometry from OMol25. Energies are from ωB97M-V/def2-TZVPD.

The geometry in ORCA input format:
```
! wB97M-V def2-TZVPD RIJCOSX def2/J DEFGRID3
* xyz -1 1
C -0.092 -0.764 -0.541
O -0.867 0.395 -0.932
O 0.359 -1.343 -1.613
C 0.992 -0.378 0.506
F 0.694 0.783 1.180
F 1.090 -1.324 1.463
F 2.215 -0.186 0.013
C -1.920 0.830 -0.127
C -2.164 2.271 -0.556
H -2.822 2.857 0.094
H -1.199 2.778 -0.584
H -2.619 2.335 -1.548
H -1.851 0.820 0.970
H -2.812 0.206 -0.287
H -0.792 -1.430 0.032
C -3.342 -2.278 -2.840
O -2.539 -1.393 -3.584
H -3.298 -2.038 -1.767
H -4.379 -2.195 -3.197
H -3.001 -3.303 -2.953
H -2.869 -0.505 -3.398
C -5.228 0.764 -1.595
O -4.574 0.515 -2.834
H -5.085 1.755 -1.156
H -6.293 0.564 -1.748
H -4.903 0.047 -0.841
H -5.210 0.721 -3.522
C 3.864 -1.718 3.155
O 3.402 -3.026 2.916
H 4.681 -1.446 2.492
H 3.028 -1.022 3.025
H 4.254 -1.619 4.179
H 2.801 -3.325 3.610
C -5.269 1.534 1.959
O -5.275 2.030 3.271
H -5.614 2.291 1.232
H -4.333 1.125 1.573
H -6.092 0.818 1.868
H -4.428 2.452 3.479
C 3.247 0.279 -3.436
O 2.878 -0.411 -4.628
H 3.180 1.366 -3.581
H 2.625 -0.070 -2.617
H 4.322 0.128 -3.250
H 3.418 -0.044 -5.331
C -1.154 2.022 -4.167
O -0.533 0.853 -3.729
H -2.247 1.987 -4.024
H -0.830 2.892 -3.571
H -0.892 2.199 -5.208
H -0.505 0.757 -2.767
C -2.065 -4.418 0.332
O -0.882 -5.150 0.608
H -2.422 -3.922 1.240
H -1.906 -3.684 -0.465
H -2.838 -5.092 -0.050
H -0.142 -4.642 0.223
C 5.292 -1.872 -0.086
O 6.024 -1.821 -1.307
H 5.966 -1.761 0.770
H 4.533 -1.090 -0.072
H 4.801 -2.837 0.007
H 6.135 -0.895 -1.535
C 4.591 1.826 1.482
O 5.817 1.128 1.247
H 3.845 1.145 1.902
H 4.763 2.609 2.228
H 4.227 2.229 0.544
H 6.112 0.785 2.094
C 2.256 -4.056 0.091
O 1.096 -3.800 -0.696
H 3.062 -4.521 -0.482
H 2.621 -3.138 0.542
H 1.955 -4.732 0.896
H 0.992 -2.832 -0.855
C -0.753 -5.336 -3.215
O -0.592 -3.945 -3.114
H -1.127 -5.766 -2.273
H -1.473 -5.571 -3.999
H 0.202 -5.847 -3.401
H -0.168 -3.718 -2.276
C 0.799 3.821 2.341
O 0.010 3.639 3.514
H 1.255 4.812 2.272
H 1.568 3.048 2.282
H 0.136 3.695 1.488
H 0.534 3.764 4.309
C -1.494 5.986 0.104
O -0.489 6.962 -0.189
H -1.293 5.410 1.003
H -2.438 6.506 0.300
H -1.614 5.336 -0.764
H -0.931 7.651 -0.689
C 1.911 3.358 -1.269
O 1.938 3.813 -2.623
H 2.731 2.642 -1.169
H 1.881 4.102 -0.469
H 0.994 2.771 -1.177
H 2.847 4.094 -2.758
C 0.280 -3.442 3.782
O 1.306 -4.146 4.492
H -0.716 -3.701 4.140
H 0.405 -2.359 3.902
H 0.387 -3.648 2.721
H 1.008 -4.312 5.388
C -2.241 1.374 4.060
O -2.580 2.691 3.610
H -3.087 0.956 4.593
H -1.952 0.753 3.206
H -1.342 1.417 4.682
H -1.752 3.173 3.455
*
```

Maximum force in eV Å⁻¹: 1.89
E_tot in a.u.: -2457.6902

Record 4
Here is 15 unconnected molecules or ions with the total composition C20H70N6O15 in a non-equilibrium geometry from OMol25. Energies are from ωB97M-V/def2-TZVPD.

The geometry in ORCA input format:
```
! wB97M-V def2-TZVPD RIJCOSX def2/J DEFGRID3
* xyz 0 1
C -5.432 11.105 16.962
C -3.984 11.396 17.025
O -3.228 10.190 17.181
H -5.714 10.310 17.640
H -5.700 10.725 15.977
H -6.024 11.934 17.220
H -3.762 11.926 17.950
H -3.632 12.021 16.212
H -2.461 10.163 16.599
C -1.375 9.429 13.971
C -0.241 9.067 14.866
O -0.873 8.805 16.104
H -1.802 10.396 14.252
H -2.095 8.618 14.045
H -1.081 9.546 12.906
H 0.571 9.821 15.033
H 0.290 8.185 14.522
H -0.209 8.472 16.672
C -7.334 13.545 15.132
C -6.166 13.492 14.149
O -6.016 14.687 13.430
H -7.854 12.564 15.061
H -8.011 14.319 14.968
H -6.871 13.532 16.066
H -6.218 12.697 13.361
H -5.201 13.275 14.660
H -5.219 14.731 12.972
C -0.331 12.883 15.219
C -0.369 12.652 16.728
O -1.398 13.432 17.366
H 0.569 12.402 14.836
H -0.268 13.968 14.905
H -1.257 12.579 14.676
H 0.603 13.004 17.142
H -0.508 11.616 16.914
H -1.678 13.107 18.244
C -7.215 6.947 19.633
C -6.777 8.247 18.974
O -7.083 9.285 19.846
H -6.467 6.683 20.382
H -7.213 6.196 18.823
H -8.176 7.014 20.104
H -7.427 8.327 18.094
H -5.694 8.276 18.551
H -6.388 9.279 20.488
C -4.676 7.602 15.800
O -4.526 8.588 14.924
N -3.870 7.405 16.821
N -5.614 6.702 15.735
H -3.203 8.190 16.995
H -4.102 6.736 17.574
H -6.180 6.610 14.873
H -5.656 5.859 16.347
C -2.948 13.856 20.242
O -1.951 14.758 20.498
N -2.670 12.632 20.147
N -4.186 14.089 20.053
H -1.755 12.286 20.442
H -3.310 11.930 19.886
H -4.427 15.074 20.084
H -4.951 13.431 19.955
C -3.431 13.905 11.881
O -3.791 13.150 10.764
N -3.161 15.161 11.878
N -3.358 13.356 13.039
H -3.092 15.660 10.998
H -2.726 15.676 12.637
H -3.530 12.356 13.186
H -3.231 13.866 13.894
C -3.393 8.593 20.084
O -4.014 9.850 19.822
H -3.165 8.155 19.190
H -4.032 7.923 20.648
H -2.470 8.690 20.631
H -3.755 10.040 18.900
C -7.890 9.465 15.008
O -8.919 8.766 14.441
H -8.213 10.368 15.560
H -7.209 9.719 14.194
H -7.404 8.769 15.623
H -9.551 8.468 15.117
C -4.299 10.292 12.357
O -4.270 10.784 13.682
H -5.141 9.583 12.251
H -3.436 9.645 12.131
H -4.407 10.965 11.529
H -4.421 10.015 14.238
C -3.886 15.041 16.533
O -2.992 14.738 15.546
H -4.851 15.315 16.072
H -3.530 15.888 17.095
H -4.114 14.206 17.222
H -2.275 14.240 15.966
C -0.063 9.878 19.479
O -0.013 11.243 19.728
H -1.002 9.737 18.969
H -0.104 9.233 20.333
H 0.765 9.512 18.877
H 0.780 11.388 20.222
C -9.028 11.596 18.189
O -10.235 11.980 17.630
H -8.765 10.539 18.027
H -8.996 11.749 19.303
H -8.237 12.154 17.680
H -10.244 12.903 17.270
C -6.603 12.444 21.434
O -6.267 12.119 20.111
H -6.623 13.475 21.616
H -5.975 11.871 22.089
H -7.548 11.977 21.726
H -6.409 11.142 20.066
*
```

Maximum force in eV Å⁻¹: 9.24
E_tot in a.u.: -2260.9715

Going through the records in order, we get frontier orbital gap values of 8.69 9.16 7.00 8.17 eV.
Going through the records in order, we get energy above the lowest of the compared OMol25 structures with the same formula, charge and spin values of 336.8 242.7 0.0 0.0 kJ/mol.